# 1
Below is a molecular structure, C30H43Cl3N5O3SiTm at a distorted geometry, with properties calculated with wB97M-V/def2-TZVPD.

XYZ file:
```
86
Properties=species:S:1:pos:R:3:forces:R:3:mulliken_charge:R:1
C -1.605767 -2.143767 -4.034160 -0.059 0.174 -0.152 -1.2657
C -1.095178 -2.988871 -2.915659 0.543 -0.903 0.349 0.1456
H -1.536264 -2.636805 -5.005226 -0.089 0.141 0.107 0.4061
H -1.054691 -1.197368 -4.077377 -0.087 -0.102 0.019 -0.0339
H -2.652918 -1.883076 -3.835680 0.121 -0.012 -0.129 0.3305
C -0.523992 -4.196749 -3.066473 -0.498 0.410 0.145 0.2723
C -0.372182 -4.927758 -4.356857 0.142 -0.176 -0.539 -1.5735
H -0.202785 -4.768890 -2.193315 -0.198 0.272 -0.186 0.5116
H -0.437561 -4.254879 -5.224567 0.035 -0.356 0.233 0.3687
H -1.157073 -5.700215 -4.456528 0.329 0.228 -0.029 0.2634
H 0.602879 -5.439754 -4.398093 -0.299 0.087 -0.055 0.3336
Tm 0.022981 0.560158 -0.430895 -0.133 -1.258 -0.659 -0.0813
Cl -2.475571 1.063614 -0.537792 -0.026 0.240 0.210 -0.5775
Cl 1.307276 2.099775 -1.901370 0.032 0.270 0.152 -0.6108
H 0.743681 5.113283 3.273818 0.015 -0.153 -0.053 0.3390
H -1.343348 6.066323 2.409478 0.020 -0.197 -0.122 0.3348
C 1.025115 4.741775 2.283118 -0.010 0.163 0.071 -0.9205
C -1.058691 5.744402 1.400495 -0.091 0.197 -0.201 -0.9355
N -0.170858 4.596797 1.464674 0.145 -0.066 0.157 0.1931
H 1.527199 3.779569 2.364335 -0.041 0.122 -0.030 0.2040
C -0.452379 3.447451 0.857972 0.554 -0.858 0.126 0.3441
O 0.224498 2.396573 1.000785 -0.795 1.291 0.133 -0.4831
H -1.961219 5.482731 0.842522 0.155 0.053 0.059 0.3062
H -1.335141 3.446496 0.207344 -0.018 0.047 0.167 0.1598
H 1.700286 5.482915 1.840232 -0.086 -0.182 -0.040 0.3250
H -0.571713 6.601518 0.916737 -0.033 -0.256 0.004 0.3274
H 1.192522 -1.465550 -3.251985 0.263 0.078 0.017 0.3694
H 2.441864 -3.919398 -2.106930 0.032 0.135 -0.102 0.2666
C 2.248751 -1.189619 -3.134141 -0.568 -0.014 -0.199 -1.1274
C 3.274720 -3.208361 -2.096530 0.119 0.087 0.090 -0.9303
N 2.803186 -1.839692 -1.954332 0.363 0.171 0.557 0.4206
H 2.308744 -0.099395 -3.047256 0.050 -0.295 0.096 0.2404
C 2.838613 -1.261512 -0.751540 -0.865 0.594 -0.177 -0.2451
O 2.219695 -0.226130 -0.419516 0.946 -1.306 -0.065 -0.4509
H 3.919972 -3.444628 -1.246845 0.000 -0.086 -0.148 0.3062
H 3.481675 -1.787913 -0.023812 -0.183 0.057 -0.092 0.4071
H 2.818386 -1.544557 -3.999373 -0.053 0.167 0.125 0.4202
H 3.832054 -3.308565 -3.028317 0.053 -0.021 0.093 0.3655
O -0.357222 -1.281571 -1.434752 0.755 0.976 0.408 0.9882
C -1.242580 -2.326373 -1.552223 -0.316 -0.116 0.451 0.2400
C 0.156975 -3.824043 -0.077144 0.057 -0.212 0.429 0.3344
C -1.094430 -3.296080 -0.381645 -0.203 0.340 -0.251 -0.0206
H 1.023054 -3.454205 -0.637442 -0.365 -0.212 0.259 0.3947
C 0.286957 -4.800761 0.915948 -0.021 0.349 -0.193 -0.9832
H -2.272944 -1.930655 -1.508113 -0.051 -0.101 0.015 0.3879
C -2.211325 -3.652329 0.376213 0.327 -0.323 -0.075 -0.6201
H 1.284098 -5.203183 1.127557 -0.447 -0.009 0.025 0.3634
C -0.847491 -5.244004 1.606298 -0.129 -0.026 -0.256 -0.5857
C -2.101114 -4.665699 1.336688 0.309 0.085 0.070 -0.6850
H -3.149195 -3.124992 0.169875 0.216 -0.434 0.126 0.4219
H -0.743895 -6.070242 2.316296 -0.158 0.390 -0.141 0.3865
H -2.992793 -5.005688 1.868872 0.330 0.117 -0.073 0.3944
Si -0.535471 3.674697 -4.339172 0.197 0.018 0.048 0.4443
Cl -1.009719 1.586969 -4.374490 0.337 0.857 -0.247 -0.1765
C 1.268084 4.186996 -4.115570 0.268 -0.394 -0.234 -0.9468
C -1.570610 4.339975 -2.915756 -0.164 0.109 -0.273 -0.4772
C -1.013009 4.377872 -6.032280 -0.267 -0.020 0.006 -1.0624
H 1.842910 3.473928 -3.511951 -0.219 0.499 -0.465 0.3009
H 1.307701 5.154081 -3.598494 -0.132 -0.088 -0.080 0.3110
H 1.770847 4.303544 -5.083693 -0.168 0.034 0.072 0.3301
H -0.257822 4.101494 -6.788137 -0.239 0.053 0.335 0.2811
H -1.064538 5.484721 -6.003296 0.057 -0.491 0.063 0.2983
H -1.984801 3.999227 -6.380667 0.221 0.140 0.104 0.2805
H -1.457904 3.745911 -2.001021 0.057 0.032 -0.317 -0.1555
H -2.625841 4.315472 -3.209697 0.058 -0.027 0.142 0.3115
H -1.306258 5.385946 -2.708379 0.003 -0.169 -0.029 0.3287
N -0.745986 1.461566 10.435944 0.284 -0.768 -2.380 -0.5092
C -0.616318 1.106215 9.328188 -0.370 0.848 2.610 0.0686
C -0.454131 0.680055 7.974053 0.188 -0.267 -0.467 0.3899
C -1.178367 1.300491 6.947483 0.087 -0.124 -0.322 -1.0603
C -0.982438 0.916220 5.623009 0.161 -0.141 0.544 -0.6316
C -0.050223 -0.093786 5.347918 -0.079 0.036 0.354 2.0241
C 0.640325 -0.764643 6.360366 -0.325 0.468 0.407 -0.4494
C 0.440992 -0.358700 7.680007 0.105 -0.223 -0.342 -1.0187
N 0.220606 -0.443138 4.019848 0.101 -0.555 -0.831 0.4470
C 1.085733 -1.452419 3.577407 -0.360 0.433 -0.535 -0.4124
C 1.059044 -1.403624 2.216296 -0.507 0.575 0.625 -0.8446
N 0.188615 -0.397514 1.806916 -0.197 0.240 1.082 0.2406
C -0.307180 0.153813 2.917855 0.883 -0.996 -0.810 -0.4458
H -1.893007 2.088308 7.177685 0.186 -0.192 0.024 0.4342
H -1.555551 1.390942 4.824402 0.241 -0.146 0.416 0.3499
H 1.323319 -1.581696 6.115797 -0.270 0.447 0.276 0.3196
H 0.998525 -0.863602 8.470297 -0.267 0.261 -0.122 0.4163
H 1.614341 -2.119012 4.232180 -0.023 0.097 0.001 0.3729
H 1.611280 -2.018784 1.525815 -0.214 0.093 -0.005 0.2959
H -1.028031 0.958368 2.987805 0.278 -0.207 -0.373 0.2024
```
Forces are in eV/Å.

Output
- 2S+1: 3
- Net charge: 0
- Orbital gap (spin up / spin down): 7.6670 / 7.6676 eV
- E: -4424.030947 hartree
- Energy relative to the best compared isomer or geometry (same formula, charge and spin): 0.0 kcal per mole



# 2
Below is a molecular structure, C27H16ClMnN5O3S2 at a distorted geometry, with properties calculated with wB97M-V/def2-TZVPD.

XYZ file:
```
55
Properties=species:S:1:pos:R:3:forces:R:3:mulliken_charge:R:1
Mn -0.515062 -0.554926 -0.841679 0.602 1.687 0.090 0.9655
O -0.553883 -0.834468 3.990231 0.672 0.866 -0.121 -0.7771
C 0.534418 -0.171922 4.395640 -0.675 -0.270 0.655 0.2232
C 0.710102 0.064819 5.793661 1.624 0.790 -0.963 -0.6690
C 1.836053 0.755233 6.222550 0.309 0.059 -0.964 -0.2338
C 2.807138 1.191045 5.280924 0.077 -0.814 0.687 -0.6730
C 2.706213 0.852747 3.937148 -0.799 0.311 0.229 -0.2711
C 1.517921 0.265589 3.463444 0.080 -0.369 -0.329 0.0616
C 1.228020 -0.040061 2.021529 -0.282 -1.007 -2.494 0.5750
O 0.033188 -0.487045 1.708064 0.291 0.265 0.810 -0.6573
N 2.130052 0.027860 1.043653 1.649 0.312 3.750 -1.1061
N 1.718990 -0.246651 -0.175818 -0.102 -0.352 -3.750 1.1302
C 2.661446 -0.369448 -1.108097 -1.678 0.653 2.295 -0.9775
C 2.544843 -0.067800 -2.510338 0.272 -0.418 -0.616 0.9092
C 3.811743 0.322443 -3.083191 -2.389 0.103 -0.837 -0.8783
C 3.849230 0.589296 -4.434735 -0.775 -0.493 -0.744 -0.5866
C 2.684608 0.389473 -5.240748 0.965 -0.008 0.196 -0.4725
C 1.473341 0.077937 -4.701187 -0.086 0.191 0.774 -0.6699
C 1.317175 -0.151923 -3.303598 0.861 -0.395 0.486 0.5790
O 0.165226 -0.528920 -2.865848 0.563 -0.068 0.478 -0.7535
H -0.475236 -0.667137 2.882031 -0.403 -0.580 0.293 0.4037
H 0.037329 -0.260127 6.540449 -0.969 -0.509 0.252 0.4498
H 2.015192 0.919833 7.289508 -0.159 0.058 -0.340 0.3298
H 3.716065 1.638282 5.668003 -0.003 0.109 -0.141 0.3297
H 3.524827 1.073352 3.258107 -0.295 0.054 -0.087 0.4365
H 3.670369 -0.532778 -0.746554 0.327 0.365 0.221 0.2585
H 4.651011 0.545872 -2.452610 0.280 -0.265 0.281 0.3284
H 4.731396 0.900733 -4.957480 0.534 0.123 0.054 0.3516
H 2.795878 0.406344 -6.323735 -0.054 0.400 0.093 0.3293
H 0.546046 0.030219 -5.245319 -0.033 -0.204 -0.471 0.3892
S -2.948578 -0.424930 -0.607661 0.348 -1.328 -0.047 -0.5111
C -3.230401 1.239093 -0.621061 -0.042 2.549 -0.263 0.8021
C -4.574791 1.658811 -0.649496 0.184 0.584 -0.202 -0.9719
C -4.916858 3.017486 -0.588412 -0.463 -0.018 0.580 0.3981
C -6.287617 3.434461 -0.470849 -1.956 0.486 -0.082 -0.0392
N -7.404401 3.785383 -0.391229 2.144 -0.720 -0.135 -0.6640
C -3.916195 3.979294 -0.474479 0.491 0.079 -0.711 0.6900
C -2.573934 3.638662 -0.579032 -0.163 -0.338 0.167 -1.0898
C -2.163251 2.302605 -0.645319 -1.243 -0.845 -0.002 0.4933
S -0.483875 2.015892 -0.770206 -0.004 -0.556 0.057 -0.5753
C -4.147186 5.370855 -0.357936 -0.236 1.749 0.870 -0.0335
N -4.175785 6.508191 -0.119905 -0.200 -1.008 -0.522 -0.6379
H -5.417143 0.966969 -0.765321 0.647 -0.043 0.231 0.3559
H -1.832490 4.444471 -0.591156 -0.218 -0.479 0.061 0.3852
Cl 1.820867 -5.169815 1.010738 0.799 -0.673 0.363 -0.2461
C 0.615637 -4.607284 -0.050244 -0.429 0.489 -0.564 0.2685
C -0.142442 -5.469502 -0.852458 -0.591 0.881 0.828 -0.3229
C -1.259450 -4.882965 -1.485466 1.152 0.827 -0.110 -0.6537
C -1.450130 -3.497449 -1.448015 1.314 -0.879 1.581 -0.2370
N -0.637233 -2.721507 -0.699148 0.074 -0.235 -0.623 0.0801
C 0.399242 -3.224522 -0.027422 -1.229 -0.879 -0.571 -0.2187
H 0.089747 -6.540699 -0.815275 -0.299 0.484 -0.261 0.3773
H -1.945362 -5.391890 -2.111686 -0.363 -0.935 -0.345 0.3697
H -2.287495 -3.044918 -1.943426 -0.113 0.422 -0.103 0.3793
H 0.995482 -2.524569 0.550464 -0.011 -0.210 0.016 0.2770
```
Forces are in eV/Å.

Output
- 2S+1: 6
- Net charge: -2
- Orbital gap (spin up / spin down): 5.2348 / 5.3570 eV
- E: -3945.698793 hartree
- Energy relative to the best compared isomer or geometry (same formula, charge and spin): 16.5 kcal per mole